A 7-piece molecular cluster, C7H28N14O7 overall in a non-equilibrium geometry, computed with ωB97M-V/def2-TZVPD.

```
56
Properties=species:S:1:pos:R:3
C 0.6992 2.2652 -4.4928
O 0.7304 3.4221 -4.2382
N 1.3927 1.7501 -5.4621
N -0.0266 1.4920 -3.7752
H 2.2482 2.0986 -5.8704
H 1.0245 0.8675 -5.7871
H -0.2014 0.5016 -3.8674
H -0.6794 2.0056 -3.2006
C -2.3990 -0.6429 2.7389
O -2.3556 -1.5661 1.8968
N -1.4617 -0.3687 3.5740
N -3.4774 0.1002 2.8994
H -1.5042 0.5147 4.0617
H -0.5739 -0.8405 3.4770
H -3.4901 0.8987 3.5178
H -4.3146 -0.1060 2.3733
C 0.5984 -1.1119 -0.3376
O 1.6818 -0.8038 -0.7995
N 0.4085 -1.9640 0.5420
N -0.5549 -0.6410 -0.8859
H -0.5405 -2.0847 0.8661
H 1.2269 -2.0870 1.1209
H -0.4740 0.1218 -1.5429
H -1.4233 -1.0624 -0.5886
C 3.2312 0.8441 3.9756
O 4.3363 1.3900 4.0726
N 2.3628 0.6169 4.9120
N 2.6669 0.5163 2.8552
H 1.7870 -0.1907 4.7213
H 2.4720 0.7985 5.8995
H 1.7860 0.0228 2.8302
H 3.1494 0.5845 1.9706
C -4.4084 -2.6040 -0.9497
O -5.1725 -3.0031 -1.8530
N -4.7053 -1.8940 0.0625
N -3.1392 -2.8497 -0.8982
H -5.6359 -1.5266 0.2006
H -4.0436 -1.8360 0.8233
H -2.7253 -2.8709 0.0229
H -2.6948 -3.2308 -1.7212
C 5.5057 -0.2257 -1.8209
O 5.1947 0.7088 -2.6388
N 6.6388 -0.3744 -1.2656
N 4.7360 -1.1221 -1.3154
H 7.3930 -0.2599 -1.9276
H 6.7566 -1.2467 -0.7704
H 3.7763 -0.8337 -1.1893
H 4.9602 -1.9193 -0.7373
C -2.2459 2.2732 -0.5962
O -1.6285 2.3419 -1.6425
N -1.8507 1.9709 0.5748
N -3.5269 2.3621 -0.5910
H -0.8867 2.2423 0.7057
H -2.5761 1.9078 1.2748
H -4.0237 2.5697 -1.4455
H -4.0240 2.0785 0.2412
```

Computed properties:
Calculated total energy: -1576.88113 a.u.
Energy above the lowest of the compared OMol25 structures with the same formula, charge and spin: 587.0 kJ/mol
HOMO: -8.5 eV
Structure (SMILES): NC(N)=O.NC(N)=O.NC(N)=O.NC(N)=O.NC(N)=O.NC(N)=O.NC(N)=O
2S+1: 1
Lowest unoccupied orbital energy: -0.9 eV

Löwdin atomic charge list, values in e, 2 entries:
1. C -0.847
2. O 0.058